Version a
20
Properties=species:S:1:pos:R:3:nbo_charge:R:1 method="wB97M-V/def2-TZVPD" e_lumo_ev=0.02 molar_mass_g_mol=129.2 homo_lumo_gap_ha=0.322 smiles="C=C(C)[C@@](C)([O-])[NH2+]C=O" e_homo_ev=-8.7
C -0.022 -1.931 0.824 -0.71
C -0.170 -0.441 1.005 0.63
N -1.796 0.083 0.331 -0.78
O -0.067 0.125 2.079 -0.68
H -2.646 -0.466 0.423 0.41
H -1.860 0.896 0.940 0.42
H 1.013 -2.201 1.024 0.24
H -0.669 -2.429 1.550 0.23
H -0.292 -2.243 -0.181 0.24
C 1.041 1.856 0.073 -0.68
C 0.763 0.438 -0.329 -0.15
C -1.336 0.260 -1.079 0.54
C 1.594 -0.238 -1.125 -0.36
O -1.340 -0.716 -1.803 -0.56
H -1.479 1.294 -1.429 0.15
H 0.630 2.110 1.051 0.24
H 2.105 2.091 0.143 0.22
H 0.593 2.590 -0.604 0.21
H 2.549 0.170 -1.440 0.19
H 1.388 -1.248 -1.454 0.20

Version b
20
Properties=species:S:1:pos:R:3:nbo_charge:R:1 method="wB97M-V/def2-TZVPD" e_lumo_ev=-1.03 molar_mass_g_mol=129.2 homo_lumo_gap_ha=0.281 e_homo_ev=-8.7
C 0.591 -1.229 -1.882 -0.64
C -0.035 -1.440 0.625 -0.72
C -0.205 -0.378 -0.889 0.50
O -1.418 -0.140 -1.065 -0.72
H 0.076 -2.181 -2.014 0.23
H 1.610 -1.412 -1.548 0.21
H 0.599 -0.702 -2.837 0.22
H 0.968 -1.809 0.827 0.20
H -0.637 -2.223 0.166 0.22
H -0.546 -1.140 1.535 0.21
C -0.297 1.374 1.687 0.58
N -1.545 1.509 1.195 -0.82
C 0.733 0.817 0.752 0.05
C 0.730 1.082 -0.639 -0.53
O 0.061 1.697 2.811 -0.58
H -1.809 1.043 0.321 0.44
H -2.266 1.792 1.840 0.41
H 1.603 0.419 1.253 0.24
H 0.099 1.889 -0.994 0.26
H 1.688 1.032 -1.144 0.24

Name the least stable of them. version a.

Version a
115
Properties=species:S:1:pos:R:3:lowdin_charge:R:1 method="wB97M-V/def2-TZVPD" e_lumo_ev="2.12 / 2.12" molar_mass_g_mol=957.9 multiplicity=2 homo_lumo_gap_ha="0.168 / 0.272" charge=-1 e_homo_ev="-2.5 / -5.3"
La 0.319 0.627 -0.998 1.85
O 0.264 2.377 0.754 -0.30
N -0.871 2.567 1.382 -0.22
C -0.863 2.771 2.713 -0.04
C -2.009 3.020 3.425 -0.08
C -3.224 3.070 2.741 -0.09
C -3.233 2.853 1.383 -0.11
C -2.051 2.574 0.676 -0.68
S -2.037 2.268 -0.998 0.61
H 0.117 2.728 3.166 0.14
H -1.950 3.177 4.492 0.10
H -4.147 3.266 3.272 0.10
H -4.145 2.881 0.805 0.10
N -0.010 -0.942 -4.844 0.15
C 1.272 -0.547 -4.604 -0.43
N 2.159 -0.350 -5.600 0.05
N 3.277 -0.019 -5.011 0.00
N 3.052 -0.023 -3.735 -0.04
N 1.807 -0.354 -3.405 0.07
C -0.972 -0.992 -3.867 -0.46
N -2.240 -1.285 -4.108 0.04
N -2.823 -1.259 -2.904 -0.05
N -1.953 -0.972 -1.999 -0.16
N -0.741 -0.799 -2.563 -0.18
H -0.320 -0.956 -5.799 0.14
C 4.362 7.975 -3.068 -0.08
C 3.413 6.821 -2.874 -0.30
C 3.788 5.676 -2.177 -0.04
C 2.949 4.585 -2.022 -0.20
C 3.415 3.441 -1.167 -0.05
C 1.653 4.599 -2.632 -0.13
C 0.768 3.481 -2.666 -0.24
O 1.047 2.246 -2.370 -0.40
C 1.241 5.806 -3.275 -0.23
C -0.141 5.936 -3.857 -0.07
C 2.117 6.867 -3.389 -0.04
H 5.225 7.888 -2.407 0.06
H 3.869 8.930 -2.869 0.07
H 4.731 8.007 -4.099 0.07
H 4.772 5.640 -1.717 0.10
H 4.297 3.736 -0.592 0.07
H 3.678 2.573 -1.771 0.06
H 2.636 3.131 -0.473 0.06
H -0.235 3.686 -3.045 0.07
H -0.289 5.240 -4.689 0.08
H -0.299 6.949 -4.228 0.07
H -0.907 5.720 -3.109 0.08
H 1.787 7.767 -3.901 0.11
C 5.685 -1.669 0.692 -0.06
N 4.599 -0.718 0.679 -0.11
C 3.496 -0.919 1.584 -0.06
C 2.342 -0.336 0.786 -0.56
O 1.185 -0.241 1.213 -0.18
N 2.736 0.032 -0.427 0.04
C 4.091 -0.213 -0.525 -0.45
N 4.777 0.038 -1.576 0.12
H 6.190 -1.646 1.657 0.09
H 6.411 -1.412 -0.076 0.07
H 5.332 -2.691 0.501 0.09
H 3.629 -0.392 2.532 0.13
H 3.300 -1.978 1.794 0.13
H 3.782 0.161 -2.985 0.09
H 5.764 -0.161 -1.491 0.05
C -0.994 -2.162 5.350 -0.20
C 0.319 -2.222 4.572 -0.19
C 0.071 -2.536 3.082 -0.20
C -1.298 -2.012 2.610 -0.43
C -1.590 -0.706 3.359 -0.22
C -1.866 -1.001 4.840 -0.19
P -1.433 -1.702 0.760 1.10
C -0.773 -3.291 -0.008 -0.41
C 0.745 -3.209 -0.239 -0.23
C 1.220 -4.304 -1.203 -0.18
C 0.475 -5.632 -0.973 -0.20
C -0.068 -5.703 0.452 -0.20
C -1.146 -4.630 0.662 -0.20
C -3.277 -1.976 0.494 -0.42
C -4.024 -0.634 0.561 -0.24
C -5.506 -0.858 0.274 -0.18
C -6.162 -1.751 1.352 -0.20
C -5.116 -2.499 2.184 -0.21
C -4.017 -3.076 1.293 -0.20
H -0.802 -2.052 6.420 0.10
H -1.518 -3.113 5.217 0.11
H 0.980 -2.977 5.005 0.10
H 0.831 -1.259 4.671 0.11
H 0.136 -3.617 2.927 0.10
H 0.849 -2.058 2.492 0.07
H -2.066 -2.738 2.892 0.09
H -2.435 -0.171 2.923 0.08
H -0.719 -0.054 3.254 0.10
H -2.922 -1.255 4.975 0.10
H -1.679 -0.100 5.431 0.10
H -1.238 -3.258 -0.999 0.10
H 1.264 -3.301 0.718 0.09
H 1.010 -2.235 -0.660 0.06
H 2.297 -4.450 -1.073 0.10
H 1.063 -3.968 -2.231 0.11
H 1.135 -6.477 -1.175 0.10
H -0.369 -5.710 -1.665 0.11
H 0.753 -5.565 1.163 0.11
H -0.497 -6.689 0.646 0.11
H -1.314 -4.510 1.734 0.08
H -2.083 -4.990 0.232 0.11
H -3.301 -2.255 -0.556 0.07
H -3.596 0.030 -0.190 0.05
H -3.911 -0.149 1.535 0.09
H -5.587 -1.326 -0.710 0.11
H -6.026 0.101 0.214 0.10
H -6.821 -2.480 0.873 0.10
H -6.785 -1.148 2.019 0.10
H -5.598 -3.303 2.747 0.11
H -4.667 -1.820 2.916 0.10
H -4.478 -3.773 0.586 0.12
H -3.341 -3.665 1.912 0.07

Version b
115
Properties=species:S:1:pos:R:3:lowdin_charge:R:1 method="wB97M-V/def2-TZVPD" e_lumo_ev="1.72 / 1.71" molar_mass_g_mol=957.9 multiplicity=2 homo_lumo_gap_ha="0.108 / 0.209" charge=-1 e_homo_ev="-1.2 / -4.0"
La 0.001 0.513 -0.368 1.89
O 1.996 -0.141 -1.396 -0.51
N 1.768 -0.524 -2.700 -0.23
C 2.578 0.070 -3.666 -0.10
C 2.410 -0.281 -4.977 -0.16
C 1.451 -1.213 -5.368 -0.15
C 0.645 -1.803 -4.331 -0.16
C 0.800 -1.477 -3.017 -0.69
S -0.141 -2.186 -1.691 0.47
H 3.286 0.788 -3.287 0.08
H 3.049 0.198 -5.710 0.08
H 1.313 -1.483 -6.403 0.06
H -0.125 -2.523 -4.572 0.08
N -2.390 0.480 3.075 0.14
C -3.020 0.175 1.885 -0.42
N -4.342 0.019 1.756 0.07
N -4.531 -0.179 0.455 0.07
N -3.380 -0.147 -0.118 -0.08
N -2.380 0.060 0.735 0.04
C -1.195 1.198 3.062 -0.47
N -0.879 2.081 3.993 0.04
N 0.319 2.551 3.592 -0.09
N 0.687 1.967 2.498 -0.12
N -0.261 1.084 2.120 -0.12
H -3.016 0.741 3.820 0.13
C -7.777 1.522 -4.533 -0.06
C -6.548 1.092 -3.781 -0.28
C -5.634 2.020 -3.309 -0.02
C -4.477 1.645 -2.631 -0.18
C -3.570 2.747 -2.137 -0.04
C -4.235 0.285 -2.412 -0.08
C -3.011 -0.210 -1.665 -0.39
O -1.885 0.461 -1.823 -0.38
C -5.153 -0.666 -2.869 -0.20
C -4.939 -2.140 -2.638 -0.04
C -6.289 -0.252 -3.550 -0.02
H -7.915 2.602 -4.477 0.07
H -8.675 1.048 -4.133 0.07
H -7.711 1.250 -5.589 0.08
H -5.821 3.076 -3.473 0.11
H -3.990 3.713 -2.427 0.07
H -2.566 2.638 -2.537 0.07
H -3.483 2.727 -1.048 0.08
H -2.869 -1.290 -1.827 0.09
H -4.030 -2.500 -3.121 0.09
H -5.780 -2.705 -3.040 0.07
H -4.857 -2.375 -1.576 0.08
H -6.991 -1.001 -3.902 0.11
C 0.710 6.704 -0.838 -0.03
N 0.919 5.275 -0.909 -0.09
C 0.887 4.579 -2.185 -0.02
C 0.562 3.160 -1.739 -0.49
O 0.526 2.158 -2.422 0.00
N 0.325 3.147 -0.374 0.05
C 0.517 4.391 0.050 -0.39
N 0.323 4.747 1.328 0.22
H 1.423 7.205 -1.492 0.09
H 0.879 7.072 0.170 0.08
H -0.307 6.973 -1.143 0.10
H 1.840 4.612 -2.712 0.14
H 0.093 4.961 -2.835 0.14
H 0.311 3.989 2.007 0.06
H 0.725 5.607 1.657 0.10
C 4.118 0.533 5.750 -0.21
C 3.734 1.769 4.946 -0.20
C 3.868 1.502 3.439 -0.21
C 3.557 0.033 3.078 -0.44
C 2.518 -0.505 4.068 -0.22
C 3.134 -0.614 5.469 -0.19
P 3.006 -0.177 1.322 1.09
C 4.248 0.750 0.305 -0.44
C 3.874 2.226 0.116 -0.22
C 4.570 2.790 -1.129 -0.19
C 5.976 2.193 -1.313 -0.20
C 6.557 1.780 0.036 -0.20
C 5.749 0.614 0.625 -0.20
C 3.445 -1.934 0.934 -0.42
C 2.267 -2.873 1.240 -0.23
C 2.722 -4.324 1.149 -0.19
C 3.719 -4.658 2.268 -0.20
C 4.521 -3.420 2.694 -0.20
C 4.767 -2.499 1.504 -0.20
H 4.149 0.752 6.820 0.10
H 5.133 0.232 5.469 0.11
H 4.356 2.624 5.224 0.10
H 2.703 2.051 5.176 0.10
H 4.882 1.747 3.110 0.10
H 3.192 2.165 2.901 0.07
H 4.473 -0.554 3.218 0.10
H 2.130 -1.479 3.760 0.08
H 1.662 0.172 4.078 0.09
H 3.651 -1.574 5.565 0.10
H 2.336 -0.613 6.216 0.11
H 4.050 0.281 -0.664 0.09
H 4.152 2.806 0.998 0.10
H 2.792 2.328 0.021 0.07
H 4.639 3.880 -1.050 0.10
H 3.961 2.571 -2.011 0.09
H 6.628 2.904 -1.826 0.10
H 5.923 1.308 -1.954 0.11
H 6.534 2.637 0.717 0.11
H 7.608 1.494 -0.060 0.10
H 5.937 0.542 1.699 0.09
H 6.115 -0.320 0.188 0.11
H 3.518 -1.894 -0.159 0.11
H 1.471 -2.681 0.518 0.04
H 1.856 -2.691 2.240 0.09
H 3.184 -4.475 0.168 0.12
H 1.867 -5.001 1.184 0.11
H 4.405 -5.442 1.935 0.10
H 3.186 -5.064 3.132 0.10
H 5.470 -3.719 3.148 0.11
H 3.977 -2.870 3.468 0.09
H 5.273 -3.074 0.720 0.12
H 5.462 -1.705 1.778 0.07

Name the least stable of them. version b.

Version a
23
Properties=species:S:1:pos:R:3:nbo_charge:R:1 method="wB97M-V/def2-TZVPD" e_lumo_ev=-0.36 molar_mass_g_mol=231.3 homo_lumo_gap_ha=0.318 e_homo_ev=-9.0
C 3.221 -0.079 1.835 0.23
C 2.179 0.390 1.118 -0.21
C 2.210 0.415 -0.250 -0.35
C -1.298 0.679 0.860 0.77
C 0.987 1.105 1.732 -0.23
C -3.478 0.395 -0.215 -0.43
C 2.509 -1.882 -1.572 -0.83
N 4.016 -0.294 2.627 -0.26
N -0.018 1.170 0.735 -0.54
N -2.101 0.866 -0.251 -0.66
O -1.765 0.338 1.925 -0.63
O 3.666 0.390 -2.542 -0.94
S 0.766 1.168 -0.891 0.48
S 3.570 -0.348 -1.306 1.33
H 0.601 0.693 2.678 0.27
H 1.327 2.106 1.818 0.21
H -3.772 -0.244 -1.054 0.20
H -3.604 -0.384 0.637 0.24
H -4.241 1.241 -0.096 0.20
H 1.537 -1.778 -2.146 0.24
H 2.242 -2.075 -0.482 0.24
H 3.074 -2.574 -2.208 0.24
H -1.912 1.556 -1.097 0.41

Version b
23
Properties=species:S:1:pos:R:3:nbo_charge:R:1 method="wB97M-V/def2-TZVPD" e_lumo_ev="-1.21 / -1.82" molar_mass_g_mol=231.3 homo_lumo_gap_ha="0.244 / 0.219" e_homo_ev="-7.9 / -7.8"
C -1.214 -1.613 -0.518 -0.17
C -2.395 -1.318 0.004 -0.24
C -1.808 1.010 0.002 -0.30
C -0.144 -0.674 -0.705 0.07
C -2.747 0.017 0.303 0.22
C -0.470 0.732 -0.436 -0.16
C 3.577 1.327 0.378 -0.83
N 0.994 -0.942 -1.339 -0.24
N 2.153 -0.388 -1.124 -0.46
N -4.049 0.332 0.693 -0.80
O 3.564 -1.264 0.708 -0.93
O 1.562 -0.128 1.484 -0.93
S 0.628 1.927 -0.725 -0.04
S 2.662 -0.218 0.519 2.24
H -1.037 -2.611 -0.709 0.21
H -3.031 -2.061 0.203 0.21
H -1.907 2.103 0.153 0.23
H 4.371 1.272 1.234 0.25
H 4.008 1.309 -0.552 0.24
H 2.987 2.097 0.287 0.24
H 1.105 -1.669 -2.109 0.40
H -4.772 -0.317 0.824 0.39
H -4.039 1.079 1.425 0.39

Name the least stable of them. version b.